A molecular structure, C33H19BrClN6O7S2Ti at a distorted geometry, computed with ωB97M-V with the def2-TZVPD basis set.

Structure (ORCA input):
```
! RIJCOSX wB97M-V def2-TZVPD def2/J DEFGRID3
* xyz -1 3
Ti 0.56823 0.02046 -1.88489
Br -2.57003 6.05032 3.65261
C -1.08742 4.89250 3.94421
C -1.26837 3.52037 3.90947
C -0.19011 2.67592 4.11819
C 1.09456 3.18877 4.38562
C 1.23637 4.58769 4.41719
C 0.16574 5.43209 4.19481
N 2.21321 2.43404 4.71710
N 2.26865 1.15982 4.37458
C 1.80222 0.69960 3.18435
C 1.50573 -0.67375 3.10874
C 1.02610 -1.28466 1.95431
C 0.84963 -0.55376 0.80171
O 0.42347 -1.05764 -0.39317
C 1.20210 0.80349 0.79628
N 1.08413 1.42449 -0.42641
C 1.44209 2.69449 -0.52614
C 1.93991 3.41492 0.55282
C 2.06278 2.79961 1.78419
C 1.67910 1.46512 1.95477
H -2.25163 3.10996 3.71908
H -0.34139 1.60657 4.09680
H 2.22003 4.99234 4.62258
H 0.29945 6.50564 4.21716
H 1.64175 -1.24693 4.01637
H 0.78811 -2.34293 1.94759
H 1.34940 3.13964 -1.50963
H 2.23228 4.44625 0.41839
H 2.47837 3.35338 2.61398
O -2.86601 2.17793 -5.84441
C -3.54567 1.29477 -5.13447
O -4.63796 0.90790 -5.46459
C -2.90515 0.79833 -3.87592
C -3.48112 -0.08863 -2.98402
Cl -5.03143 -0.77647 -2.96441
N -2.62510 -0.28685 -1.95902
N -1.49839 0.41572 -2.15212
C -1.64973 1.07394 -3.29688
C -0.41724 1.75336 -3.85744
O -0.51071 2.50139 -4.82208
O 0.66684 1.43650 -3.24699
C -2.67196 -1.27595 -0.91654
C -2.50552 -0.85999 0.38953
C -2.47603 -1.80904 1.39776
C -2.62248 -3.15346 1.08733
C -2.78785 -3.55278 -0.23332
C -2.80667 -2.61055 -1.24985
H -1.95728 2.36352 -5.46906
H -2.36668 0.19067 0.61048
H -2.32145 -1.49377 2.42071
H -2.59501 -3.89495 1.87508
H -2.89002 -4.60207 -0.47696
H -2.89097 -2.90772 -2.28651
O 1.93271 -2.52386 -4.56554
S 1.46956 -2.10937 -3.28021
O 0.07994 -1.57588 -3.24937
N 2.35308 -0.96570 -2.52783
C 3.03283 -1.49548 -1.44003
S 4.06792 -0.66511 -0.50517
C 2.63693 -2.91827 -1.18443
C 3.04669 -3.73621 -0.14805
C 2.48437 -5.00208 -0.04947
C 1.53403 -5.44406 -0.96889
C 1.13150 -4.63107 -2.01966
C 1.70249 -3.37627 -2.09072
H 3.77174 -3.36959 0.56667
H 2.78465 -5.65600 0.75892
H 1.10230 -6.43067 -0.86141
H 0.39836 -4.95999 -2.74375
*
```

For the total energy, the calculation gives -6804.44425 a.u. Its HOMO energy (spin up / spin down) is -3.2 / -4.3 eV.